No. 1
Computed, not measured: a structure of composition C20H15Cl2IN3O5PtS at a distorted geometry, with ωB97M-V with the def2-TZVPD basis set.

Structure (ORCA input):
```
! RIJCOSX wB97M-V def2-TZVPD def2/J DEFGRID3
* xyz -1 1
Pt 0.37 -0.71 -0.24
N -1.90 1.92 3.59
C -3.24 2.08 3.35
C -4.27 2.59 4.13
C -5.53 2.61 3.57
C -5.74 2.15 2.26
C -4.71 1.65 1.48
C -3.44 1.59 2.05
N -2.24 1.11 1.54
C -1.36 1.32 2.47
C 0.06 0.99 2.46
C 0.93 1.56 3.35
S 2.47 0.82 3.28
C 1.88 -0.23 2.07
N 0.64 -0.03 1.71
H -1.42 2.12 4.44
H -4.09 2.97 5.13
H -6.37 2.99 4.14
H -6.74 2.19 1.84
H -4.90 1.32 0.47
H 0.75 2.39 4.02
H 2.51 -1.00 1.64
Cl 4.78 -1.26 -2.69
C 4.53 -0.20 -1.29
Cl 5.68 -0.59 0.01
C 3.08 -0.36 -0.77
O 2.75 -1.46 -0.30
O 2.37 0.67 -0.82
H 4.73 0.82 -1.60
O -1.80 -4.70 -3.32
C -2.27 -3.82 -2.42
C -3.46 -4.12 -1.75
C -3.92 -3.25 -0.77
C -3.31 -2.05 -0.50
C -2.12 -1.65 -1.23
C -1.58 -2.65 -2.14
C -0.22 -2.41 -2.70
O 0.17 -3.13 -3.64
O 0.52 -1.50 -2.17
H -0.96 -4.27 -3.66
H -3.98 -5.04 -1.98
H -4.82 -3.52 -0.21
H -3.69 -1.38 0.25
H -1.16 -1.47 -0.36
I -3.81 -0.17 -3.33
C -2.21 -0.26 -1.88
H -1.31 -0.02 -2.44
H -2.42 0.52 -1.16
*
```

Relative energy (zero: lowest compared OMol25 entry of this formula, charge and spin) = 323.2 kJ/mol
Energy = -82920.2155 eV
E_LUMO = 1.750 eV



No. 2
Computed, not measured: a structure of composition C7H15AlBrNOPS at a distorted geometry, with ωB97M-V with the def2-TZVPD basis set.

Structure (ORCA input):
```
! RIJCOSX wB97M-V def2-TZVPD def2/J DEFGRID3
* xyz -1 1
C 1.30 2.97 -0.47
C -0.12 2.77 0.25
P -1.19 1.36 -0.43
C -1.66 1.89 -2.22
Al -0.02 -0.64 -0.68
Br 2.38 -0.42 -0.73
C -0.61 -1.99 0.74
C 0.49 -2.16 1.93
C -0.37 -2.16 3.31
O 1.22 -3.40 1.72
N -0.59 -1.38 -2.40
C 0.31 -1.18 -3.29
S 1.53 -1.40 -4.43
H 1.31 2.66 -1.57
H 1.54 4.10 -0.46
H 2.12 2.47 0.16
H -0.06 2.69 1.40
H -0.72 3.75 0.05
H -2.76 2.25 -2.15
H -1.53 1.05 -2.98
H -1.04 2.78 -2.58
H -1.65 -1.68 1.14
H -0.76 -3.00 0.20
H 1.27 -1.31 1.91
H -1.35 -2.72 3.11
H -0.67 -1.07 3.55
H 0.25 -2.66 4.14
H 1.38 -3.55 0.77
*
```

Energy = -107807.0298 eV
E_LUMO = 3.038 eV



No. 3
Computed, not measured: a cluster of 2 separate species, C3H11NO2S in total at a distorted geometry, with ωB97M-V with the def2-TZVPD basis set.

Structure (ORCA input):
```
! RIJCOSX wB97M-V def2-TZVPD def2/J DEFGRID3
* xyz 1 2
C -1.65 -1.55 -0.18
O -2.31 -1.22 1.03
C -0.32 -0.76 -0.21
C -0.59 0.69 0.27
S 0.68 1.32 1.39
N 0.10 -0.74 -1.63
H -1.59 -2.61 -0.16
H -2.39 -1.18 -0.94
H -2.48 -2.05 1.48
H 0.40 -1.37 0.39
H -1.59 0.90 0.68
H -0.53 1.47 -0.52
H 0.19 0.97 2.61
H 1.11 -0.76 -1.78
H -0.14 0.25 -1.90
H 3.26 0.79 -2.62
H 3.51 0.66 -1.17
O 2.78 0.82 -1.78
*
```

Relative energy (zero: lowest compared OMol25 entry of this formula, charge and spin) = 71.9 kJ/mol
⟨S²⟩ = 0.756
Energy = -19700.0521 eV
E_LUMO (spin up / spin down) = -2.833 / -8.604 eV



No. 4
Computed, not measured: a structure of composition C30H30BrF6IrN7O6, with ωB97M-V with the def2-TZVPD basis set.

Structure (ORCA input):
```
! RIJCOSX wB97M-V def2-TZVPD def2/J DEFGRID3
* xyz 2 2
Ir 0.13 -0.28 0.89
C -0.47 2.37 4.80
N 0.78 1.68 4.44
C 1.81 1.59 5.48
C 0.92 1.13 3.26
O 0.03 1.20 2.36
C 2.18 0.34 2.96
O 2.04 -0.31 1.68
C 3.02 0.04 0.66
C 2.33 0.81 -0.47
O 1.06 0.96 -0.41
N 3.03 1.28 -1.46
C 4.49 1.16 -1.52
C 2.40 2.02 -2.57
H -0.29 3.44 4.87
H -0.79 2.00 5.77
H -1.23 2.17 4.05
H 1.65 2.40 6.18
H 2.81 1.69 5.07
H 1.71 0.64 6.02
H 2.36 -0.44 3.71
H 3.05 1.00 2.94
H 3.43 -0.89 0.28
H 3.81 0.63 1.11
H 4.85 0.31 -0.95
H 4.96 2.08 -1.16
H 4.77 1.01 -2.56
H 1.35 2.16 -2.37
H 2.53 1.44 -3.48
H 2.89 2.98 -2.67
C -3.70 -2.87 1.45
O -3.00 -1.72 0.97
C -3.23 -1.37 -0.32
C -4.10 -2.04 -1.16
C -4.25 -1.63 -2.48
Br -5.42 -2.58 -3.60
C -3.56 -0.53 -2.97
C -2.73 0.17 -2.12
C -2.56 -0.26 -0.82
O -1.61 0.43 -0.01
C -1.97 1.32 -2.65
N -1.41 1.36 -3.81
C -0.79 2.61 -3.89
C -0.04 3.16 -4.93
C 0.45 4.44 -4.75
C 0.20 5.16 -3.57
C -0.53 4.62 -2.53
C -1.01 3.33 -2.72
N -1.75 2.48 -1.90
H -4.77 -2.67 1.50
H -3.33 -3.05 2.46
H -3.49 -3.74 0.83
H -4.66 -2.89 -0.81
H -3.68 -0.21 -4.00
H -1.16 1.07 -0.62
H 0.12 2.60 -5.84
H 1.02 4.91 -5.54
H 0.59 6.17 -3.49
H -0.73 5.19 -1.63
H -2.32 2.78 -1.14
N -0.65 -1.43 2.27
C -0.91 -2.16 3.11
C -1.23 -2.83 4.32
C -1.82 -4.09 4.34
N -2.31 -5.14 4.34
C -0.86 -2.10 5.47
N -0.47 -1.42 6.32
C 1.59 -2.50 -2.20
C 0.58 -2.72 -1.07
O 0.01 -1.51 -0.68
C 1.27 -3.49 0.07
F 0.50 -3.63 1.16
F 2.37 -2.81 0.49
F 1.68 -4.69 -0.30
C -0.59 -3.58 -1.62
F -1.40 -4.00 -0.63
F -0.16 -4.65 -2.29
F -1.33 -2.84 -2.45
H 2.39 -1.85 -1.84
H 1.08 -2.00 -3.02
H 2.02 -3.43 -2.56
*
```

Relative energy (zero: lowest compared OMol25 entry of this formula, charge and spin) = 164.6 kJ/mol
⟨S²⟩ = 0.782
Energy = -143482.6897 eV
E_LUMO (spin up / spin down) = -5.851 / -9.161 eV



No. 5
Computed, not measured: a structure of composition C28H54F3O26Rb2 at a distorted geometry, with ωB97M-V with the def2-TZVPD basis set.

Structure (ORCA input):
```
! RIJCOSX wB97M-V def2-TZVPD def2/J DEFGRID3
* xyz 1 1
Rb -23.92 -17.23 -23.23
Rb -26.85 -14.22 -23.01
C -24.96 -15.81 -26.20
O -24.69 -17.18 -25.76
O -24.96 -15.09 -25.08
C -23.92 -15.56 -27.32
F -24.35 -15.98 -28.53
F -23.66 -14.25 -27.44
F -22.74 -16.18 -27.11
C -24.98 -18.27 -26.62
C -24.86 -19.50 -25.75
H -23.86 -19.67 -25.34
H -25.50 -19.47 -24.86
H -25.10 -20.43 -26.27
H -24.30 -18.38 -27.47
H -26.00 -18.18 -27.00
H -25.98 -15.82 -26.63
C -21.50 -22.45 -31.21
O -21.54 -21.05 -31.37
C -22.14 -20.33 -30.46
O -22.59 -20.70 -29.41
O -22.15 -19.05 -30.86
C -22.70 -18.14 -29.93
H -21.45 -22.91 -32.20
H -22.34 -22.83 -30.65
H -20.56 -22.75 -30.74
H -23.61 -18.47 -29.45
H -23.04 -17.28 -30.51
H -21.92 -17.83 -29.23
C -26.70 -12.52 -28.17
O -27.64 -13.50 -27.72
C -28.90 -13.16 -27.57
O -29.37 -12.07 -27.71
O -29.59 -14.27 -27.29
C -30.89 -14.09 -26.78
H -26.48 -11.85 -27.34
H -27.15 -11.91 -28.95
H -25.79 -13.02 -28.47
H -31.55 -13.63 -27.51
H -30.91 -13.42 -25.91
H -31.25 -15.04 -26.40
C -21.37 -18.87 -26.28
O -20.46 -19.75 -25.66
C -20.56 -19.98 -24.36
O -21.33 -19.48 -23.57
O -19.60 -20.83 -24.04
C -19.75 -21.54 -22.81
H -21.78 -18.13 -25.59
H -22.12 -19.44 -26.83
H -20.83 -18.28 -27.02
H -19.13 -22.42 -22.80
H -20.80 -21.82 -22.70
H -19.51 -20.90 -21.96
C -19.27 -15.82 -33.52
O -20.46 -15.95 -32.77
C -20.72 -15.10 -31.79
O -19.95 -14.34 -31.26
O -21.98 -15.29 -31.41
C -22.59 -14.39 -30.50
H -19.53 -15.67 -34.57
H -18.75 -16.78 -33.44
H -18.56 -15.05 -33.22
H -22.69 -13.38 -30.91
H -22.10 -14.45 -29.53
H -23.57 -14.82 -30.29
C -24.44 -16.52 -33.04
O -25.09 -16.13 -31.81
C -26.16 -16.78 -31.39
O -26.65 -17.74 -31.91
O -26.62 -16.18 -30.30
C -27.86 -16.64 -29.79
H -25.21 -16.77 -33.77
H -23.74 -17.32 -32.83
H -23.83 -15.66 -33.29
H -28.64 -16.80 -30.53
H -28.24 -15.84 -29.15
H -27.71 -17.56 -29.23
C -27.43 -20.52 -28.54
O -26.34 -21.33 -28.98
C -26.61 -22.39 -29.72
O -27.70 -22.87 -29.90
O -25.47 -22.86 -30.22
C -25.59 -23.98 -31.07
H -27.07 -20.06 -27.62
H -28.33 -21.08 -28.29
H -27.55 -19.78 -29.33
H -26.19 -24.79 -30.65
H -24.60 -24.43 -31.16
H -25.99 -23.74 -32.05
C -16.00 -15.88 -31.46
O -16.67 -15.53 -30.25
C -17.81 -16.18 -30.04
O -18.26 -17.07 -30.71
O -18.35 -15.69 -28.94
C -19.55 -16.26 -28.51
H -15.04 -15.37 -31.51
H -16.53 -15.46 -32.32
H -15.92 -16.95 -31.59
H -20.36 -15.98 -29.18
H -19.82 -15.95 -27.50
H -19.52 -17.35 -28.45
C -21.26 -26.22 -22.81
O -22.12 -25.13 -22.49
C -22.75 -24.57 -23.51
O -22.76 -24.99 -24.64
O -23.38 -23.48 -23.06
C -23.92 -22.63 -24.04
H -21.84 -27.08 -23.16
H -20.68 -26.45 -21.93
H -20.64 -25.99 -23.67
H -23.24 -22.50 -24.89
H -24.11 -21.64 -23.61
H -24.88 -22.96 -24.45
*
```

Relative energy (zero: lowest compared OMol25 entry of this formula, charge and spin) = 35.6 kJ/mol
Energy = -92605.0299 eV
E_LUMO = -3.945 eV



No. 6
Computed, not measured: a cluster of 8 separate species, C17H51N3O8 in total at a distorted geometry, with ωB97M-V with the def2-TZVPD basis set.

Structure (ORCA input):
```
! RIJCOSX wB97M-V def2-TZVPD def2/J DEFGRID3
* xyz 0 1
C -14.68 1.93 19.03
C -14.11 0.57 18.53
O -12.98 0.08 19.24
H -15.32 2.40 18.23
H -13.85 2.56 19.30
H -15.29 1.72 19.95
H -13.83 0.68 17.47
H -14.95 -0.16 18.63
H -12.65 0.64 19.94
C -10.29 -2.03 19.88
C -10.32 -1.71 18.39
O -11.24 -2.61 17.77
H -11.32 -2.17 20.24
H -9.73 -1.30 20.46
H -9.80 -3.00 20.00
H -9.41 -1.88 17.82
H -10.66 -0.67 18.14
H -12.10 -2.54 18.18
C -14.38 0.66 9.02
C -14.74 -0.54 9.87
O -13.81 -0.78 10.94
H -13.40 0.51 8.51
H -14.28 1.50 9.69
H -15.19 0.82 8.32
H -14.85 -1.44 9.30
H -15.70 -0.41 10.42
H -12.94 -0.45 10.63
C -9.75 1.98 15.20
C -9.79 0.47 15.11
O -8.57 -0.05 15.50
H -9.64 2.33 16.23
H -10.65 2.34 14.71
H -8.89 2.33 14.63
H -10.06 0.14 14.11
H -10.55 0.17 15.83
H -8.70 -0.99 15.63
C -12.98 -1.47 15.44
C -13.16 -0.49 14.37
O -14.50 -0.37 13.91
H -11.92 -1.62 15.67
H -13.40 -2.43 15.13
H -13.56 -1.11 16.31
H -12.54 -0.68 13.50
H -12.81 0.50 14.65
H -14.56 -0.61 12.98
C -13.05 -3.87 12.40
C -11.64 -3.39 12.29
O -10.71 -4.40 12.26
H -13.04 -4.58 13.25
H -13.35 -4.44 11.52
H -13.70 -3.03 12.45
H -11.41 -2.76 13.16
H -11.47 -2.81 11.39
H -11.02 -5.06 12.87
C -18.11 -0.08 14.52
C -17.76 -0.02 16.05
C -18.88 -0.37 17.03
O -20.01 0.52 16.93
C -21.06 0.17 17.76
N -16.61 -0.86 16.32
H -17.30 0.37 13.98
H -19.00 0.49 14.28
H -18.31 -1.11 14.18
H -17.45 1.04 16.23
H -18.48 -0.29 18.09
H -19.15 -1.46 16.81
H -20.75 0.40 18.77
H -21.42 -0.89 17.63
H -21.90 0.82 17.57
H -15.85 -0.67 15.69
H -16.81 -1.84 16.19
C -17.17 -3.65 13.83
O -17.52 -3.57 15.00
N -17.64 -4.71 12.86
N -16.17 -2.78 13.31
H -17.04 -5.10 12.17
H -18.35 -5.37 13.20
H -15.70 -2.17 13.95
H -16.28 -2.50 12.34
*
```

Relative energy (zero: lowest compared OMol25 entry of this formula, charge and spin) = 0.0 kJ/mol
Energy = -39304.2670 eV
SMILES = COC[C@H](C)N.NC(N)=O.CCO.CCO.CCO.CCO.CCO.CCO
E_LUMO = 0.384 eV



No. 7
Computed, not measured: a cluster of 7 separate species, C3H17O6 in total at a distorted geometry, with ωB97M-V with the def2-TZVPD basis set.

Structure (ORCA input):
```
! RIJCOSX wB97M-V def2-TZVPD def2/J DEFGRID3
* xyz -1 1
C -0.43 1.70 -1.73
O -0.99 2.42 -2.52
C -1.04 0.61 -0.92
C -2.43 -0.04 -1.35
H -0.73 -2.58 1.24
H 0.77 1.67 -1.71
H -1.20 0.92 0.04
H -0.23 -0.24 -0.97
H -3.27 0.39 -0.62
H -2.27 -0.98 -1.16
H -2.63 0.16 -2.34
H 1.56 2.25 2.02
H -0.43 -0.09 3.60
O -0.74 0.16 2.77
H 2.76 -0.85 -0.48
H 2.02 -0.34 0.63
O 2.20 -1.28 0.35
H 1.73 1.31 0.33
H -0.60 -1.86 1.41
O 2.41 0.89 -0.39
H -1.00 -2.82 -0.92
H 0.13 0.53 2.24
O 1.31 1.39 1.69
H 3.10 1.10 0.35
H 0.27 -2.07 -0.39
O -0.27 -2.34 -1.15
*
```

Relative energy (zero: lowest compared OMol25 entry of this formula, charge and spin) = 206.4 kJ/mol
Energy = -15669.5035 eV
E_LUMO = 3.678 eV



No. 8
Computed, not measured: a cluster of 13 separate species, C6H40N2O12 in total at a distorted geometry, with ωB97M-V with the def2-TZVPD basis set.

Structure (ORCA input):
```
! RIJCOSX wB97M-V def2-TZVPD def2/J DEFGRID3
* xyz 0 1
C -0.71 1.54 3.45
N 0.24 2.15 2.51
C 0.27 1.41 1.19
C 0.81 2.39 0.21
C 0.54 2.03 -1.20
C 2.38 2.64 0.42
C 1.00 0.00 1.35
N 1.51 -0.19 2.72
H -1.13 0.62 3.02
H -1.65 2.17 3.63
H -0.42 1.53 4.50
H -0.05 3.11 2.32
H -0.78 1.21 0.86
H 0.46 3.45 0.30
H -0.54 2.08 -1.43
H 1.03 2.62 -1.95
H 0.76 0.97 -1.42
H 2.91 1.73 0.14
H 2.48 2.80 1.51
H 2.56 3.55 -0.12
H 0.21 -0.74 1.16
H 1.87 0.07 0.69
H 2.02 0.62 3.05
H 0.82 -0.50 3.39
H -0.54 -0.50 -2.92
H -0.82 0.36 -4.20
O -0.59 0.43 -3.27
H 2.94 -0.20 -2.40
H 2.91 -1.62 -2.77
O 3.34 -0.80 -3.04
H -3.12 -0.31 -2.44
H -3.55 -1.57 -1.75
O -3.28 -1.27 -2.63
H -3.12 2.13 -2.32
H -1.84 1.24 -2.45
O -2.74 1.30 -2.01
H -2.34 -2.66 -0.18
H -3.95 -2.68 -0.31
O -3.13 -2.35 -0.67
H -0.16 -3.15 0.72
H -1.27 -3.67 1.74
O -1.12 -3.36 0.84
H -2.41 0.53 -0.16
H -3.38 -0.28 0.77
O -2.56 0.23 0.76
H 1.98 -2.46 0.26
H 2.16 -3.24 1.56
O 1.75 -3.30 0.69
H -3.73 2.85 0.38
H -3.13 1.72 1.27
O -3.76 2.48 1.28
H -0.79 -2.48 -1.55
H -1.74 -1.82 -2.53
O -0.77 -2.00 -2.38
H 4.41 -1.19 -1.25
H 4.33 -1.34 0.31
O 3.83 -1.37 -0.51
H 3.71 -0.29 2.57
H 4.63 0.83 1.94
O 4.45 -0.11 1.97
*
```

Relative energy (zero: lowest compared OMol25 entry of this formula, charge and spin) = 259.0 kJ/mol
Energy = -34420.6922 eV
E_LUMO = 0.087 eV